1.
A structure of composition C17H33Li2O7, computed with wB97M-V/def2-TZVPD.

Multiplicity: 1
Total charge: +1

Atoms and positions in Å:
Li 1.6252 -2.1982 1.8638
Li -2.3350 -2.0884 0.2988
O -0.9217 1.1651 2.4456
C -0.5941 -0.0526 1.9483
O -1.4929 -0.6226 1.2581
O 0.5713 -0.4831 2.1210
H -1.7687 1.3072 1.9814
C 0.3466 -2.2971 -2.8479
C -0.1194 -3.7330 -2.7427
C -1.6217 -3.6112 -2.4788
O -1.6573 -2.5077 -1.5620
C -0.6200 -1.5334 -1.8876
H 0.1716 -2.0102 -3.8872
H 1.3937 -2.1103 -2.6264
H 0.3131 -4.1961 -1.8512
H -0.0143 -4.3571 -3.6316
H -1.9158 -4.5637 -2.0448
H -2.1990 -3.2941 -3.3479
H -0.0882 -1.1494 -1.0178
H -1.1240 -0.7073 -2.3822
C 0.8440 2.3819 -0.7661
C 1.9800 1.8642 -1.6455
C 1.3546 1.6095 -3.0293
O -0.0394 1.4905 -2.7433
C -0.3637 2.4189 -1.7255
H 0.8911 3.3997 -0.3852
H 0.6371 1.6301 -0.0085
H 2.3645 0.9106 -1.2677
H 2.8751 2.4876 -1.6364
H 1.5228 0.7066 -3.6188
H 1.5562 2.4458 -3.7130
H -1.3198 2.1850 -1.2619
H -0.4264 3.4117 -2.1868
C -4.3349 3.2587 2.7260
C -4.6320 1.9021 3.3731
C -4.8530 1.0780 2.1302
O -5.5043 1.9035 1.1716
C -5.1844 3.2667 1.4646
H -3.2705 3.2514 2.4601
H -4.4821 4.1233 3.3702
H -5.5176 1.9676 4.0059
H -3.7678 1.5723 3.9475
H -5.4108 0.1554 2.2971
H -3.8871 0.8227 1.6619
H -6.1157 3.7990 1.6880
H -4.7152 3.7964 0.6342
C 5.5074 -0.7628 1.3995
C 5.4477 -1.8521 0.3025
C 4.0269 -2.4236 0.3869
O 3.5185 -1.9169 1.6359
C 4.1329 -0.6707 2.0068
H 6.0786 0.1287 1.1456
H 6.2169 -1.1987 2.1139
H 6.1569 -2.6515 0.5068
H 5.7074 -1.4371 -0.6709
H 3.9688 -3.5091 0.4400
H 3.4059 -2.0643 -0.4421
H 4.1872 -0.5253 3.0819
H 3.4945 0.0876 1.5419

From a Löwdin analysis of the wavefunction, the atomic charges in e read: Li 0.7786; Li 0.7910; O 0.1087; C -0.7810; O -0.1369; O -0.0833; H 0.0925; C -0.1441; C -0.1664; C -0.1694; O -0.2547; C -0.1474; H 0.1202; H 0.1035; H 0.1153; H 0.1260; H 0.1269; H 0.1357; H 0.1033; H 0.1152; C -0.1382; C -0.1495; C -0.1764; O -0.1778; C -0.1935; H 0.1174; H 0.0877; H 0.0899; H 0.1102; H 0.1156; H 0.1202; H 0.1188; H 0.1217; C -0.1694; C -0.1579; C -0.2176; O -0.1301; C -0.1950; H 0.1013; H 0.1162; H 0.1194; H 0.1117; H 0.1229; H 0.0956; H 0.1194; H 0.1166; C -0.1445; C -0.1326; C -0.1697; O -0.2597; C -0.1648; H 0.1221; H 0.1158; H 0.1128; H 0.1143; H 0.1240; H 0.1122; H 0.1342; H 0.1228

=====

2.
A structure of composition C28H32AsN4S3V, computed with wB97M-V/def2-TZVPD.

Multiplicity: 4
Expectation value of S²: 3.7657
Total charge: -1

Atoms and positions in Å:
V -0.7158 -0.5925 0.5342
S -1.8401 0.7996 2.1948
C -3.2771 0.1030 1.5221
S -3.1533 -0.5080 -0.0950
C -4.4499 0.0042 2.2765
C -5.6045 -0.6918 1.7759
N -6.5348 -1.2648 1.4017
C -4.5574 0.5800 3.5903
N -4.6721 1.0492 4.6394
C -0.1243 -1.1703 -2.4971
N -0.1932 -2.0084 -1.2963
C -1.2041 -3.0542 -1.5205
C 1.1345 -2.6153 -1.0186
C 1.9461 -1.8664 0.0214
C 3.3201 -2.0928 0.0774
C 4.0901 -1.5192 1.0857
C 3.4624 -0.7166 2.0346
C 2.0887 -0.4883 1.9509
C 1.2616 -1.0454 0.9455
H 0.0266 -1.7808 -3.3997
H 0.7150 -0.4772 -2.4094
H -1.0524 -0.6076 -2.6055
H -0.9490 -3.6594 -2.4017
H -2.1815 -2.6013 -1.6677
H -1.2651 -3.7076 -0.6561
H 1.6977 -2.7181 -1.9547
H 0.9604 -3.6282 -0.6493
H 3.7992 -2.7291 -0.6656
H 5.1574 -1.7027 1.1342
H 4.0470 -0.2688 2.8340
H 1.6309 0.1509 2.7038
C -2.8141 -3.7430 1.9148
As -1.2357 -2.5950 1.9830
C -1.3739 -2.1229 3.8738
C 0.1117 -4.0022 2.2176
H -2.8485 -4.3840 2.7944
H -2.8000 -4.3584 1.0170
H -3.7027 -3.1132 1.8811
H -1.3675 -3.0261 4.4846
H -2.2926 -1.5659 4.0391
H -0.5373 -1.4819 4.1408
H -0.1090 -4.5789 3.1149
H 1.0937 -3.5395 2.3047
H 0.1164 -4.6763 1.3591
N 0.0487 1.1498 -0.2365
S -0.2068 2.0182 -1.5171
C -0.3210 3.7330 -1.0231
C 0.7748 4.4222 -0.5318
C 0.6099 5.7267 -0.0856
C -0.6435 6.3250 -0.1314
C -1.7343 5.6239 -0.6142
C -1.5756 4.3146 -1.0607
C 1.3467 2.0824 -2.4268
C 1.4266 2.7528 -3.6389
C 2.5926 2.6597 -4.3864
C 3.6570 1.8942 -3.9185
C 3.5547 1.2199 -2.7117
C 2.3836 1.3003 -1.9601
H 0.5109 1.6929 0.4908
H 1.7505 3.9495 -0.5029
H 1.4616 6.2746 0.2991
H -0.7686 7.3434 0.2165
H -2.7132 6.0856 -0.6368
H -2.4238 3.7418 -1.4216
H 0.5931 3.3570 -3.9865
H 2.6681 3.1740 -5.3374
H 4.5631 1.8143 -4.5074
H 4.3759 0.6138 -2.3509
H 2.2651 0.7458 -1.0297

From a Löwdin analysis of the wavefunction, the atomic charges in e read: V 0.0071; S 0.5362; C -1.1516; S 0.5169; C -0.4039; C -0.2919; N 0.1102; C -0.2892; N 0.1113; C -0.0998; N -0.3015; C -0.1135; C -0.1583; C -0.2723; C -0.0858; C -0.1294; C -0.1248; C -0.1325; C -0.2534; H 0.0920; H 0.0582; H 0.0763; H 0.0896; H 0.0548; H 0.0494; H 0.1186; H 0.1078; H 0.0991; H 0.0827; H 0.0860; H 0.0841; C -0.2824; As 1.0612; C -0.2955; C -0.2845; H 0.0231; H 0.0133; H 0.0126; H 0.0204; H 0.0092; H 0.0190; H 0.0182; H 0.0188; H 0.0132; N -0.4118; S 1.0442; C -0.3800; C -0.0699; C -0.0724; C -0.0838; C -0.0707; C -0.0690; C -0.4054; C -0.0822; C -0.0849; C -0.0894; C -0.0610; C -0.0852; H 0.0354; H 0.1174; H 0.1043; H 0.1028; H 0.1066; H 0.1162; H 0.1137; H 0.1005; H 0.0991; H 0.1066; H 0.1000

=====

3.
The ion C6H8N3O2 with charge +1, computed with wB97M-V/def2-TZVPD.

SMILES: [H]/N=C1\OCC[N@+]1(C#N)C(C)=O
Multiplicity: 1
Total charge: +1

Atoms and positions in Å:
C -0.6219 0.7424 1.4399
C 0.9584 0.9619 -0.4460
C -1.1778 -0.6753 -0.6164
C 0.8279 -1.0636 1.0419
C 2.1648 -0.7978 0.3188
C -2.2647 0.2535 -0.8360
N -1.0816 1.5044 2.2019
N 0.3298 1.7192 -1.0833
N -0.0643 -0.1142 0.4559
O -0.8904 -1.6505 -1.1496
O 2.0793 0.6090 0.0174
H 0.3978 -2.1613 0.8545
H 1.0087 -0.9669 2.0989
H 3.0419 -1.0397 0.8248
H 2.1570 -1.2702 -0.6028
H -3.2071 -0.3609 -1.0311
H -2.3182 0.9003 -0.0210
H -1.9215 0.9191 -1.7456
H 0.5818 2.4906 -1.7222

From a Löwdin analysis of the wavefunction, the atomic charges in e read: C -0.1953; C -0.3644; C -0.3627; C -0.0797; C -0.0204; C 0.0295; N 0.2560; N 0.3011; N -0.0393; O 0.2390; O 0.1268; H 0.1981; H 0.1412; H 0.1330; H 0.1188; H 0.1533; H 0.0433; H 0.1580; H 0.1637

=====

4.
A cluster of 2 separate species, C6H8FN4O3S in total, computed with wB97M-V/def2-TZVPD.

Multiplicity: 1
Total charge: -1

Atoms and positions in Å:
C -4.0440 0.0549 0.0268
C -3.2001 0.0705 -1.1077
C -1.9093 -0.1799 -0.6445
C 3.1421 0.9123 -1.3978
C -0.2876 1.3932 1.4765
C -0.9004 -0.0699 1.5957
N -3.2934 0.0775 1.1483
N 2.6872 0.2192 -0.2270
N -2.0619 -0.0482 0.7241
N 3.0825 -2.2952 -1.2083
O 3.3848 0.1207 -2.3642
O 3.2519 2.1036 -1.5395
O 2.3245 -1.6438 1.1760
F -3.7334 0.2790 -2.3797
S 2.2948 -1.2986 -0.2026
H -5.0535 0.2524 -0.2416
H -0.8999 1.9799 2.1439
H -0.3709 1.7026 0.4717
H 0.7597 1.4389 1.7420
H -1.1686 -0.1365 2.6763
H -0.1324 -0.7567 1.3989
H 3.2343 -0.8988 -2.2459
H 2.8937 -3.2771 -1.0216

From a Löwdin analysis of the wavefunction, the atomic charges in e read: C -0.1035; C -0.2601; C 0.1923; C -0.7675; C -0.0569; C -0.1486; N 0.0807; N -0.1571; N -0.2284; N -0.2883; O 0.0442; O 0.0375; O -0.4553; F -0.0006; S 0.6200; H 0.0968; H 0.0584; H 0.0474; H 0.0646; H 0.1238; H 0.0576; H 0.0620; H -0.0191

=====

In the order shown, the computed energy relative to the best compared isomer or geometry (same formula, charge and spin) values come out to 0.0 2.0 41.6 59.6 kcal/mol.